[1]
ORCA calculation (ωB97M-V with the def2-TZVPD basis set) on a structure of composition C17H17NO5 at a distorted geometry.

Each line ends with the Löwdin charge.
Positions of all 40 atoms, in Å:
C1 -3.7774 -1.4764 2.3329  0.078
H1 -4.5488 -0.9167 2.5761  0.033
O1 -2.7473 -0.5688 1.5406  -0.069
C2 -3.2342 -0.0692 0.3997  -0.236
C3 -4.5317 -0.3299 -0.2869  -0.016
C4 -4.9272 0.4331 -1.2502  -0.184
C5 -4.0191 1.1908 -1.7622  -0.158
C6 -2.6909 1.4627 -1.5028  -0.001
C7 -2.3722 0.8046 -0.2980  -0.111
C8 -0.9681 0.8412 0.3821  0.143
C9 -0.0646 1.8925 0.0236  0.016
C10 1.1761 1.7500 0.5891  -0.312
O2 1.5631 0.8017 1.5581  -0.080
O3 2.1947 2.5445 0.1252  0.006
C11 3.4974 2.4654 0.4614  -0.150
C12 4.2125 1.2468 0.1476  -0.338
O4 5.0996 1.2181 -0.8449  -0.038
N1 3.9468 0.0708 0.7300  0.103
H2 3.3456 0.2478 1.2784  -0.029
C13 4.2463 -1.1176 0.1710  -0.050
C14 2.9624 -1.7765 -0.5497  -0.389
C15 1.9272 -1.1651 -1.1239  -0.079
C16 1.0164 -2.1223 -1.2880  -0.071
C17 1.3768 -3.2146 -0.3850  -0.014
O5 2.6351 -2.8198 -0.2560  0.077
H3 1.0810 -4.1877 -0.3266  0.078
H4 0.1179 -2.3585 -1.8986  0.116
H5 2.1048 -0.1505 -1.8089  0.193
H6 4.9115 -1.0224 -0.6440  0.104
H7 4.7560 -1.8694 0.8685  0.161
H8 3.9575 3.5199 0.1705  0.195
H9 3.4677 2.4315 1.5575  0.140
H10 -0.0364 2.4212 -0.8022  0.067
H11 -0.8476 0.1175 1.2212  0.135
H12 -1.9668 1.9908 -1.8691  0.053
H13 -4.1370 2.0408 -2.8032  0.189
H14 -5.8346 0.4233 -1.8931  0.143
H15 -5.3108 -0.7482 0.5992  0.165
H16 -3.3129 -1.8102 3.1354  0.048
H17 -4.2687 -2.1912 1.7252  0.080

frontier orbital gap: 7.3 eV
multiplicity: 1
HOMO: -8.2280 eV
LUMO: -0.899 eV
F_max: 18.908 eV Å⁻¹
relative energy (zero: lowest compared OMol25 entry of this formula, charge and spin): 1472.5 kJ/mol

---

[2]
ORCA calculation (ωB97M-V with the def2-TZVPD basis set) on a structure of composition C17H18AgFN7OS.

Each line ends with the Löwdin charge.
Positions of all 46 atoms, in Å:
Ag1 2.0110 -0.8910 1.3414  0.512
N1 -0.8571 -2.7690 4.6124  0.025
C1 -0.3494 -2.2580 3.4371  -0.938
S1 1.2860 -1.7100 3.5244  0.442
N2 -1.2142 -2.2515 2.4487  -0.058
N3 -0.7646 -1.6663 1.2970  -0.038
C2 -1.5199 -1.8452 0.2874  -0.160
C3 -1.2217 -1.2413 -1.0213  -0.288
C4 -2.0637 -1.5000 -2.1023  -0.046
C5 -1.7691 -0.9287 -3.3301  -0.087
C6 -0.6440 -0.1298 -3.4421  -0.062
C7 0.1373 0.0720 -2.3081  -0.118
N4 -0.1483 -0.4552 -1.1260  0.132
H1 -0.1728 -3.0802 5.2790  0.053
H2 -1.6846 -3.3339 4.5046  0.075
H3 -2.4196 -2.4604 0.3735  0.107
H4 -2.9264 -2.1424 -1.9738  0.101
H5 -2.4066 -1.1105 -4.1870  0.098
H6 -0.3694 0.3345 -4.3795  0.099
H7 1.0257 0.6931 -2.3449  0.104
C8 -3.2781 0.6349 1.4284  -0.039
N5 -2.1443 1.4480 1.0782  -0.092
C9 -1.9754 2.1621 -0.1642  -0.056
C10 -0.5472 2.7150 0.0043  -0.500
O1 -0.0044 3.4164 -0.8231  0.027
N6 -0.0352 2.2724 1.1986  0.172
C11 -0.9715 1.5266 1.7493  -0.441
N7 -0.8139 0.9101 2.9418  0.182
H8 -4.1711 1.0598 0.9702  0.087
H9 -3.4242 0.6423 2.5094  0.089
H10 -3.1711 -0.4036 1.0965  0.057
H11 -2.6936 2.9774 -0.2808  0.126
H12 -2.0251 1.5061 -1.0364  0.111
H13 0.1586 0.8088 3.2037  0.051
H14 -1.3138 0.0397 3.0551  0.053
F1 4.9604 1.6531 -3.6037  0.000
C12 4.3587 1.0925 -2.5079  -0.316
C13 4.4646 -0.2663 -2.3119  -0.064
C14 3.8428 -0.8224 -1.1932  -0.184
C15 3.1118 -0.0675 -0.2657  -0.317
C16 3.0506 1.3103 -0.5309  -0.180
C17 3.6632 1.9008 -1.6357  -0.052
H15 5.0206 -0.8707 -3.0192  0.098
H16 3.9410 -1.8949 -1.0553  0.065
H17 2.4824 1.9583 0.1275  0.061
H18 3.5853 2.9646 -1.8253  0.107

frontier orbital gap: 7.2 eV
charge: -1
multiplicity: 1
HOMO: -4.5284 eV
LUMO: 2.713 eV
F_max: 0.188 eV Å⁻¹
relative energy (zero: lowest compared OMol25 entry of this formula, charge and spin): 0.0 kJ/mol

---

[3]
ORCA calculation (ωB97M-V with the def2-TZVPD basis set) on a structure of composition C17H18BCeN7O3S at a distorted geometry.

Each line ends with the Löwdin charge.
Positions of all 48 atoms, in Å:
H1 0.1690 3.0460 0.2768  0.116
N1 0.3749 1.6999 -1.3812  -0.119
B1 0.9683 0.7344 -3.7043  -0.478
N2 0.8021 1.9101 -2.6993  0.003
C1 0.9580 3.2231 -2.9243  0.017
Ce1 -0.2848 -0.4019 -0.5731  1.794
H2 1.2351 3.5700 -3.9183  0.156
C2 0.7013 3.9094 -1.7335  0.019
H3 0.7515 4.9756 -1.5962  0.124
C3 0.3721 2.9348 -0.7809  -0.042
H4 1.4498 1.1366 -4.7403  0.141
C4 -1.9810 -2.9495 0.9869  -0.020
H5 -2.2869 -3.2755 1.9924  0.058
H6 -0.9604 -3.3239 0.8101  0.044
H7 -2.6612 -3.3775 0.2362  0.052
N3 -0.4474 0.1472 -3.9510  -0.021
N4 1.8454 -0.4053 -3.1137  0.006
N5 -1.2208 -0.3668 -2.9120  -0.090
N6 1.6241 -0.9319 -1.8323  -0.125
C5 -1.1097 0.0748 -5.1101  -0.004
C6 2.8559 -1.0583 -3.7049  0.015
H8 -0.6257 0.4280 -6.0116  0.149
H9 3.1113 -0.8288 -4.7349  0.155
C7 -2.3601 -0.4880 -4.8682  0.002
C8 3.3871 -1.9755 -2.7958  0.014
C9 -2.4002 -0.7563 -3.4913  -0.070
C10 2.6249 -1.8527 -1.6266  -0.048
H10 -3.1189 -0.6683 -5.6064  0.119
H11 4.2145 -2.6383 -2.9774  0.123
H12 -3.2050 -1.1994 -2.9190  0.126
H13 2.7615 -2.3466 -0.6732  0.135
H14 -2.0405 -1.8355 0.9702  -0.009
O1 -0.6729 3.2342 3.7931  -0.257
S1 0.3423 2.2133 3.8107  0.682
O2 1.6880 2.5617 4.1742  -0.241
N7 0.2915 1.3217 2.3816  0.007
C11 -0.0030 0.0583 2.5775  -0.414
O3 -0.0265 -0.7818 1.5696  -0.234
C12 -0.3228 -0.2884 3.9784  -0.146
C13 -0.7712 -1.4951 4.5215  0.010
C14 -1.0232 -1.5428 5.8976  -0.030
C15 -0.8422 -0.4108 6.7178  -0.013
C16 -0.4145 0.8038 6.1549  0.009
C17 -0.1801 0.8297 4.7805  -0.211
H15 -0.9031 -2.3419 3.8455  0.111
H16 -1.3634 -2.4778 6.3441  0.121
H17 -1.0356 -0.4876 7.7930  0.129
H18 -0.2674 1.6936 6.7671  0.138

frontier orbital gap (spin up / spin down): 4.3 / 4.3 eV
charge: +2
multiplicity: 1
HOMO (spin up / spin down): -14.6436 / -14.6435 eV
LUMO (spin up / spin down): -10.374 / -10.375 eV
F_max: 3.209 eV Å⁻¹
relative energy (zero: lowest compared OMol25 entry of this formula, charge and spin): 83.1 kJ/mol

---

[4]
ORCA calculation (ωB97M-V with the def2-TZVPD basis set) on a structure of composition C17H18BN7O4Pd at a distorted geometry.

Each line ends with the Löwdin charge.
Positions of all 48 atoms, in Å:
H1 -0.5188 2.6071 0.3748  0.089
N1 -0.0521 1.5356 -1.3715  -0.058
B1 0.6671 0.7636 -3.7069  -0.458
N2 0.5079 1.8641 -2.5976  -0.007
C1 0.7809 3.1882 -2.6016  -0.067
Pd1 -0.9668 -0.3430 -0.8510  0.981
H2 1.2018 3.6661 -3.4751  0.121
C2 0.4074 3.7169 -1.3719  -0.052
H3 0.4781 4.7299 -1.0281  0.089
C3 -0.1086 2.6476 -0.6228  -0.111
H4 1.1178 1.1893 -4.7245  0.115
C4 -1.3891 -2.3083 -0.4222  -0.105
H5 -1.7721 -1.8439 0.5174  0.030
H6 -0.6311 -3.0848 -0.2782  0.023
H7 -2.2041 -2.4524 -1.1600  0.001
N3 -0.7697 0.1703 -3.8529  0.021
N4 1.5046 -0.3446 -3.0181  -0.023
N5 -1.4551 -0.3084 -2.7420  -0.124
N6 1.0914 -0.8647 -1.7976  0.005
C5 -1.6224 0.1439 -4.8885  -0.059
C6 2.7025 -0.8754 -3.3644  -0.069
H8 -1.3225 0.5063 -5.8486  0.124
H9 3.1832 -0.5726 -4.2777  0.118
C7 -2.8164 -0.3920 -4.4693  -0.060
C8 3.0728 -1.7794 -2.3759  -0.056
C9 -2.6916 -0.6880 -3.1220  -0.119
C10 2.0206 -1.7444 -1.4203  -0.125
H10 -3.7138 -0.5666 -5.0284  0.096
H11 3.9638 -2.3739 -2.3472  0.085
H12 -3.3359 -1.0854 -2.3843  0.092
H13 1.9680 -2.2858 -0.4902  0.104
H14 -2.0057 0.8313 -0.6934  0.152
O1 -1.2277 1.2191 1.7630  -0.049
C11 -0.3207 0.3731 1.9260  -0.582
O2 0.2529 -0.2791 0.9626  -0.147
C12 0.0628 0.0574 3.3615  -0.104
C13 0.8206 -1.0658 3.7503  0.000
C14 0.9727 -1.3594 5.1035  0.016
C15 0.4047 -0.5140 6.0805  -0.157
C16 -0.2893 0.6421 5.6884  0.018
C17 -0.4409 0.9263 4.3427  -0.003
N7 0.4531 -0.8477 7.4638  -0.320
O3 1.0391 -1.8952 7.8164  0.054
O4 -0.1044 -0.0767 8.2810  0.050
H15 1.2842 -1.7028 2.9946  0.117
H16 1.5058 -2.2431 5.4330  0.115
H17 -0.7276 1.2955 6.4307  0.118
H18 -0.9775 1.8235 4.0423  0.121

frontier orbital gap (spin up / spin down): 6.5 / 6.7 eV
<S²>: 2.01
multiplicity: 3
HOMO (spin up / spin down): -7.4391 / -9.2548 eV
LUMO (spin up / spin down): -0.912 / -2.533 eV
F_max: 4.409 eV Å⁻¹

---

Computed DFT total energy (Eh) in order:
-1088.45869, -1762.25483, -2165.26170, -1495.38659